DFT (the ωB97M-V functional and the def2-TZVPD basis) results for a cluster of 9 separate species, C39H102N12O19P4 in total.

Atoms and positions in Å:
O1 -4.8406 -3.6853 -2.1981
P1 -5.5002 -2.3403 -2.0281
N1 -5.8721 -1.5628 -3.5535
C1 -6.1107 -0.1198 -3.7811
C2 -6.1834 -2.3606 -4.7606
N2 -4.5650 -1.1376 -1.1743
C3 -4.4944 -1.3171 0.2578
C4 -3.3300 -0.6828 -1.8211
N3 -7.0025 -2.2340 -1.2562
C5 -7.5910 -3.4626 -0.6503
C6 -7.8158 -1.0497 -1.1587
H1 -5.4900 0.2181 -4.6110
H2 -5.7331 0.4718 -2.9470
H3 -7.1474 0.1722 -3.9488
H4 -6.7831 -1.7439 -5.4300
H5 -6.8941 -3.1791 -4.6462
H6 -5.2967 -2.5815 -5.3548
H7 -5.2995 -1.9184 0.6800
H8 -3.5714 -1.8104 0.5626
H9 -4.4819 -0.3330 0.7265
H10 -3.3390 -0.5013 -2.8958
H11 -2.9888 0.2551 -1.3828
H12 -2.5525 -1.4119 -1.5934
H13 -6.7882 -4.0477 -0.2016
H14 -8.1110 -3.1752 0.2636
H15 -8.2957 -3.9660 -1.3122
H16 -8.3737 -0.9828 -0.2247
H17 -8.5671 -0.9918 -1.9463
H18 -7.2225 -0.1482 -1.3116
O2 6.3202 -3.5950 3.5280
P2 5.7719 -4.7146 4.3211
N4 6.8203 -5.2996 5.5742
C7 6.7862 -6.5552 6.1572
C8 7.5960 -4.1985 6.2354
N5 5.4710 -6.1321 3.3425
C9 6.5835 -6.8808 2.6507
C10 4.2261 -6.1106 2.4804
N6 4.3517 -4.4239 5.2490
C11 4.0285 -3.1035 5.7446
C12 3.7131 -5.4998 5.9194
H19 6.0680 -6.6096 6.9753
H20 7.7264 -6.8646 6.6139
H21 6.6642 -7.4479 5.5437
H22 8.5884 -4.1093 5.7935
H23 7.6677 -4.3716 7.3091
H24 7.0745 -3.2499 6.1081
H25 7.2767 -7.3030 3.3783
H26 6.1301 -7.7291 2.1378
H27 7.2137 -6.2886 1.9873
H28 4.0729 -7.0968 2.0421
H29 3.3888 -5.7720 3.0906
H30 4.4391 -5.3798 1.7002
H31 2.9617 -2.9944 5.9397
H32 4.5344 -2.8516 6.6766
H33 4.2919 -2.3657 4.9867
H34 4.1328 -6.4829 5.7063
H35 2.7641 -5.7052 5.4241
H36 3.4612 -5.3822 6.9734
O3 -4.2514 5.4434 -5.5895
P3 -3.4376 6.2720 -4.6577
N7 -3.7856 6.0359 -2.9368
C13 -5.0681 6.5794 -2.5323
C14 -3.5439 4.6887 -2.3706
N8 -3.5170 7.9766 -4.9251
C15 -4.0102 8.5682 -6.2018
C16 -3.2868 9.0264 -3.9575
N9 -1.7568 6.0069 -4.7154
C17 -1.3685 4.7309 -5.2289
C18 -0.7981 6.7595 -3.8791
H37 -5.8360 5.8063 -2.5575
H38 -5.4512 7.2959 -3.2589
H39 -4.9979 7.0348 -1.5445
H40 -3.7799 4.5878 -1.3112
H41 -2.5285 4.3813 -2.6208
H42 -4.2097 3.9853 -2.8708
H43 -5.0045 9.0089 -6.1287
H44 -3.3360 9.3295 -6.5942
H45 -4.0485 7.8597 -7.0292
H46 -2.4237 9.6425 -4.2096
H47 -4.1749 9.6069 -3.7077
H48 -3.0636 8.6310 -2.9665
H49 -2.0200 4.5536 -6.0846
H50 -0.2927 4.7142 -5.4033
H51 -1.5478 4.0008 -4.4397
H52 -0.1566 7.3845 -4.5003
H53 -0.1108 6.1075 -3.3400
H54 -1.1675 7.5450 -3.2198
O4 2.7186 -8.6559 -6.2757
P4 1.9707 -7.7076 -5.3754
N10 0.4863 -7.1586 -6.0724
C19 -0.4204 -8.0656 -6.7177
C20 -0.1085 -5.8316 -5.8685
N11 2.7338 -6.2628 -4.7550
C21 3.1769 -5.3176 -5.7141
C22 3.3994 -6.2968 -3.4316
N12 1.3243 -8.4596 -3.9786
C23 1.0929 -9.8868 -3.9908
C24 0.3529 -7.7551 -3.0889
H55 0.0851 -8.9270 -7.1541
H56 -0.9156 -7.5575 -7.5452
H57 -1.2364 -8.2550 -6.0202
H58 -1.1785 -5.8555 -6.0750
H59 0.4439 -5.1035 -6.4626
H60 -0.0606 -5.4845 -4.8364
H61 4.2628 -5.2240 -5.6993
H62 2.8336 -5.4918 -6.7339
H63 2.7029 -4.3600 -5.4987
H64 3.7027 -7.3288 -3.2552
H65 4.2219 -5.5816 -3.4212
H66 2.6825 -5.9315 -2.6963
H67 1.7907 -10.4632 -4.5981
H68 1.2291 -10.2919 -2.9880
H69 0.0841 -10.0877 -4.3515
H70 0.8312 -6.8502 -2.7140
H71 0.0805 -8.4810 -2.3229
H72 -0.5796 -7.5365 -3.6093
C25 3.1377 7.8618 5.6042
O5 2.7107 7.6752 4.2570
C26 1.5149 8.1480 3.7781
O6 0.6987 8.7624 4.5298
O7 1.3149 7.8541 2.5006
C27 0.3725 8.5235 1.7675
H73 2.3905 7.3351 6.1978
H74 3.3076 8.8919 5.9176
H75 4.0096 7.2149 5.7008
H76 -0.0312 8.0419 0.8769
H77 0.8091 9.4332 1.3552
H78 -0.5355 8.7332 2.3329
C28 6.4431 -0.4192 -1.3941
O8 7.3805 0.1859 -2.3242
C29 7.6850 -0.3851 -3.5024
O9 7.1425 -1.3591 -4.0563
O10 8.7785 0.2658 -4.0372
C30 9.2602 -0.1297 -5.3615
H79 6.7706 -1.3064 -0.8523
H80 5.4522 -0.6731 -1.7705
H81 6.3218 0.3478 -0.6291
H82 9.9530 0.6478 -5.6832
H83 8.5031 -0.3114 -6.1244
H84 9.8526 -1.0301 -5.1988
C31 -1.1534 6.6531 10.6866
O11 -0.1072 6.0156 9.9455
C32 -0.3005 5.0752 9.0228
O12 -1.3284 4.5776 8.5713
O13 0.9305 4.7623 8.6389
C33 1.2819 3.8741 7.6920
H85 -2.1479 6.2164 10.5958
H86 -1.2477 7.6827 10.3415
H87 -0.9240 6.7523 11.7476
H88 2.3524 3.9063 7.4893
H89 0.7722 4.1067 6.7570
H90 1.1561 2.8488 8.0397
C34 0.3524 2.6580 1.8879
O14 0.4066 1.2600 1.3918
C35 1.1353 0.3743 2.0020
O15 1.5925 0.5980 3.1136
O16 1.2253 -0.6969 1.2729
C36 2.0245 -1.8424 1.6076
H91 -0.4713 3.2423 1.4776
H92 1.3339 3.1125 1.7531
H93 0.0432 2.4603 2.9142
H94 2.0277 -2.4611 0.7102
H95 1.4283 -2.3131 2.3893
H96 3.0614 -1.6702 1.8962
C37 -6.9464 2.9699 2.5856
O17 -5.6791 3.6896 2.6159
C38 -5.5450 4.8114 3.3884
O18 -6.5107 5.2672 4.0083
O19 -4.2032 5.1120 3.4848
C39 -3.8063 6.1338 4.4174
H97 -6.7215 1.9397 2.3093
H98 -7.7559 3.3339 1.9529
H99 -7.3040 2.8757 3.6110
H100 -3.8162 5.7523 5.4384
H101 -4.2634 7.1179 4.3141
H102 -2.7522 6.2861 4.1854

Cartesian forces, eV/Å:
O -1.577 1.799 0.450
P 0.058 1.701 -1.383
N 0.259 -0.343 0.457
C 1.129 -0.351 0.737
C -0.341 0.914 -0.054
N -1.685 -1.048 -2.200
C 0.625 0.317 0.321
C 0.532 -0.219 0.907
N 0.544 -2.180 1.005
C 0.657 1.312 0.629
C 0.047 0.561 -0.873
H -0.176 -0.053 -0.365
H -0.129 -0.172 0.258
H -0.164 -0.316 -0.090
H 0.066 0.530 0.039
H 0.662 -0.549 0.591
H 0.053 -0.598 0.267
H -0.206 0.204 -0.343
H 0.271 -0.168 -0.055
H -0.138 0.064 0.232
H -0.678 -0.386 0.052
H -0.194 0.155 0.246
H 0.353 -0.084 -0.246
H -0.017 -0.629 -0.863
H -0.493 0.310 -0.098
H 0.322 -0.328 0.023
H 0.337 -0.131 0.255
H -0.249 -0.235 -0.251
H 0.159 -0.045 0.359
O -0.502 0.179 0.847
P 0.276 -2.486 0.885
N 0.443 2.881 -2.709
C 0.331 -2.212 1.707
C -0.643 -0.823 -0.439
N -0.431 0.028 0.413
C -0.384 0.601 1.273
C 1.698 0.853 0.904
N 1.201 0.509 -1.511
C 0.019 0.439 -0.553
C -1.405 -1.698 -0.757
H -0.302 -0.248 0.197
H 0.532 0.634 0.219
H -0.689 0.475 -0.742
H 0.062 0.017 0.117
H 0.036 -0.201 -0.008
H 0.053 0.005 -0.115
H -0.104 0.061 0.238
H 0.036 0.191 -0.151
H -0.371 0.233 -0.300
H -0.131 0.083 0.208
H -0.081 -0.173 -0.185
H -0.515 -0.030 -0.398
H -0.154 -0.203 -0.146
H 0.227 -0.056 0.167
H 0.079 0.069 0.107
H 0.873 0.230 0.460
H -0.797 0.422 0.093
H 0.604 0.250 0.129
O 0.916 0.779 0.513
P 0.927 1.140 1.478
N 0.357 0.769 -1.370
C -0.445 -0.192 -0.324
C -0.178 0.199 -1.422
N -0.995 -0.401 -0.555
C 0.263 -0.931 -0.174
C 0.207 -0.727 1.369
N -1.318 1.342 0.670
C 0.168 -0.321 0.677
C 0.284 0.318 -0.884
H -0.159 -0.242 0.385
H 0.303 0.349 0.104
H -0.163 -0.005 0.052
H 0.344 0.581 0.076
H 0.037 0.029 0.444
H -0.143 -0.322 -0.097
H -0.083 0.023 0.341
H 0.251 0.226 0.500
H -0.082 -0.467 0.379
H -0.193 0.310 -0.307
H -0.180 0.420 -0.694
H 0.242 -0.483 -0.066
H 0.566 -0.516 -0.130
H -0.105 0.018 -0.614
H 0.028 -0.751 -0.243
H 0.264 -0.223 -0.587
H -0.301 -0.234 0.249
H -0.815 -0.713 0.256
O -0.950 1.397 1.445
P -1.456 0.132 0.328
N 1.579 1.191 0.054
C -0.159 0.238 -0.345
C 0.848 -0.182 0.528
N -1.494 -3.150 -0.339
C -0.052 1.315 -0.454
C -0.840 0.121 -1.008
N 1.103 0.510 0.224
C 0.226 -0.419 -0.089
C 0.880 -0.765 -1.214
H -0.136 -0.193 0.489
H 0.128 0.094 -0.314
H -0.127 -0.922 0.048
H 0.156 0.008 -0.450
H -0.488 0.292 -0.232
H 0.261 -0.103 0.213
H 0.064 0.135 -0.210
H 0.149 -0.670 0.010
H 0.362 0.503 0.203
H 0.222 0.302 0.508
H 0.226 -0.307 -0.164
H 0.138 -0.264 0.366
H 0.066 0.485 -0.302
H -0.287 0.026 0.212
H -0.210 -0.339 0.067
H -0.415 -0.087 0.239
H 0.269 0.369 0.379
H -0.063 0.300 -0.181
C -1.029 -1.283 0.290
O -0.889 0.458 -2.699
C -1.813 1.987 4.345
O 2.633 -1.919 -2.799
O 2.211 -1.788 0.852
C -2.120 1.925 -0.968
H -0.143 0.625 0.552
H -0.141 -0.114 -0.274
H 0.289 0.522 -0.217
H 0.769 -1.108 0.194
H -0.066 0.319 0.363
H 0.267 0.343 0.370
C -0.306 0.315 0.443
O 0.035 -0.711 -0.430
C 0.052 -2.071 -1.905
O 1.087 2.603 1.790
O -1.489 -0.096 0.204
C 0.327 -0.444 0.978
H 0.767 -0.072 -0.530
H 0.231 0.289 -0.712
H -0.012 0.052 -0.186
H -0.303 0.141 0.188
H -0.255 0.123 0.443
H -0.143 -0.143 -0.265
C -0.781 0.643 -0.287
O -0.502 0.200 0.766
C -1.340 -1.103 -1.119
O 1.540 1.197 1.148
O 0.665 2.187 2.303
C 0.261 -1.990 -2.008
H 0.280 -0.485 -0.273
H 0.129 -0.022 -0.298
H 0.508 -0.584 -0.133
H 0.063 0.652 0.235
H -0.182 -0.528 -0.107
H -0.642 -0.155 -0.270
C -0.182 -2.074 1.246
O -1.524 1.989 -2.653
C 0.869 1.356 3.018
O 0.376 -1.034 -0.648
O 0.469 -0.552 -1.610
C -0.924 -0.143 0.441
H 0.241 -0.590 -0.842
H -0.241 0.031 0.243
H 0.667 0.862 0.375
H -0.146 0.109 0.096
H 0.651 -0.501 0.162
H -0.242 0.536 0.206
C 0.405 -0.317 1.296
O 0.312 0.717 -0.482
C -1.712 -1.197 1.660
O 2.714 -0.039 -1.328
O -2.309 0.063 -0.468
C 1.040 -0.090 0.020
H 0.386 0.254 -0.394
H 0.506 0.606 -0.096
H -0.196 0.378 -0.004
H -0.505 0.088 -0.036
H -0.610 -0.414 -0.098
H 0.010 -0.056 -0.080

Values from the calculation:
Spin multiplicity: 1
HOMO-LUMO gap, eV: 7.9
Structure (SMILES): CN(C)P(=O)(N(C)C)N(C)C.CN(C)P(=O)(N(C)C)N(C)C.CN(C)P(=O)(N(C)C)N(C)C.CN(C)P(=O)(N(C)C)N(C)C.COC(=O)OC.COC(=O)OC.COC(=O)OC.COC(=O)OC.COC(=O)OC
E_HOMO, eV: -7.87
Energy above the lowest of the compared OMol25 structures with the same formula, charge and spin, kcal/mol: 23.00
Lowest unoccupied orbital energy, eV: 0.05
E, hartree: -4999.2085

Mulliken population analysis, charges in e, atoms 1 to 4:
1. O -0.863
2. P 0.421
3. N 0.325
4. C -1.307